169
Properties=species:S:1:pos:R:3:forces:R:3:lowdin_spin:R:1 method="wB97M-V/def2-TZVPD" total_energy_ev=-135025.972 spin_multiplicity=2 e_homo_ev="-11.45 / -11.45" charge=+1
H 4.797486 -6.073121 -1.873680 0.2 -0.8 0.6 0.00
C 6.075938 -2.619304 4.323253 2.2 -1.4 -0.3 0.00
C -1.962604 -4.029293 -0.459800 -2.1 -0.2 0.2 0.00
C 5.137173 2.222356 -3.225010 3.1 -1.2 1.1 0.00
H 1.585783 4.010915 -4.356910 -0.5 0.7 0.2 0.00
H 1.072997 2.401443 -0.260727 0.7 -0.5 0.2 0.00
C -0.747129 -4.469268 -1.131231 3.9 1.7 -2.0 0.00
O 3.378363 1.682154 -0.346773 0.0 0.0 0.6 0.00
H -1.944594 -3.012829 -0.066652 0.2 -0.1 0.1 0.00
C -3.755932 -0.999709 -2.180567 -0.9 -1.2 -0.4 0.00
H 0.756342 4.475021 0.486251 0.8 -0.4 0.0 0.00
H -5.257602 0.748671 0.845316 -0.8 1.1 0.2 0.00
C 4.120547 -1.603404 3.691866 -0.1 0.9 0.7 0.00
O 4.701314 0.520903 -1.723447 0.9 -2.2 0.5 0.00
H 6.137797 -0.261024 1.072511 0.0 0.0 0.2 0.00
O 0.856872 6.438065 0.245949 0.7 2.3 -0.9 0.00
C -2.562971 -2.054695 5.104409 -0.4 -0.4 0.3 0.00
H -3.556627 1.178211 0.937432 0.0 -0.2 0.1 0.00
C -4.599992 -1.620820 6.629261 -1.1 -0.5 -0.2 0.00
H -1.564576 0.570026 5.630905 -0.4 0.1 0.1 0.00
H 5.469637 0.051492 3.606654 -0.5 0.5 -0.5 0.00
O -0.895753 -6.900290 1.319542 -1.3 5.3 -4.1 0.00
H 4.370094 -0.078023 0.982068 -0.1 0.6 0.9 0.00
H -1.338732 2.063935 6.558802 -0.2 -0.1 0.0 0.00
H -6.348768 -0.892433 2.747303 0.1 0.4 0.7 0.00
H -0.690392 0.822244 -1.158574 0.5 0.0 -0.4 0.00
O 2.192732 -2.361387 -4.733685 0.9 1.5 0.6 0.00
O -5.202536 -4.921252 7.583707 1.3 3.8 -2.1 0.00
C -3.289053 -2.298445 6.462862 2.8 -0.1 -1.2 0.00
H -4.684914 -2.651686 -4.441142 0.3 0.1 0.7 0.00
H 4.506833 1.910812 -4.057898 0.0 0.9 -0.3 0.00
H -4.590121 -0.657938 7.140000 0.0 -0.4 0.6 0.00
H -5.138254 -1.438563 1.714940 0.4 -0.3 -0.1 0.00
H -3.880635 -2.064037 -1.981189 -0.9 0.1 0.2 0.00
C 5.254529 -5.782152 1.505461 0.9 1.0 -0.5 0.00
H -4.848867 0.351868 -3.510576 0.1 0.0 -0.2 0.00
C -0.548632 3.676138 -3.814516 2.4 -0.4 0.8 0.04
H 0.797372 0.898929 6.427874 -0.6 0.2 0.7 0.00
O 3.479343 -4.702500 -1.537763 -1.5 3.6 -0.8 0.00
O 4.044444 -1.954642 -3.550415 0.4 2.6 0.8 0.00
H 3.493004 -6.434473 -0.575192 0.5 -0.6 -0.1 0.00
H -2.970995 -2.673159 4.304957 -0.4 0.0 0.1 0.00
H 4.996931 -1.627669 1.057844 0.4 -0.2 -0.2 0.00
C -2.093152 -0.521183 -3.627992 6.4 2.1 1.2 0.00
C 0.719100 -0.576909 -0.267895 0.4 2.2 -1.2 0.00
O 2.766750 3.508265 4.478393 -1.4 -1.9 0.3 0.00
H -7.042097 3.016909 -2.006668 0.0 -0.4 0.7 0.00
O -2.112863 -4.963844 0.561586 1.1 -2.5 1.6 0.00
H 2.540733 -4.322305 -4.115214 -0.9 0.1 -0.4 0.00
C 4.129448 1.590971 -1.269740 -1.3 0.2 -0.5 0.00
O 4.778095 -2.554989 4.525767 -1.5 -0.7 -0.2 0.00
H 3.709203 -4.934374 -6.108982 0.3 -0.3 0.0 0.00
H 6.953339 3.066582 -4.265870 -0.3 -0.1 -0.1 0.00
C 2.896306 -1.416967 -4.003961 -5.0 0.3 2.6 0.00
H -2.636927 -1.019559 4.771053 0.0 0.0 0.2 0.00
C 0.354872 1.366536 5.548308 -0.9 -0.2 0.9 0.00
C 3.473099 -3.553379 -0.723836 -0.9 -1.1 0.4 0.00
H -5.861959 2.173788 -4.575749 0.3 0.4 -0.3 0.00
O -4.299863 3.071217 -2.877802 1.7 -1.0 0.4 0.00
C 5.695239 0.874430 -2.686858 -1.0 -0.6 -1.0 0.00
O 4.367518 2.571118 -2.121302 -1.1 3.4 0.2 0.00
H -5.078015 -1.415954 5.671327 0.0 -0.2 -0.1 0.00
O -2.346818 -0.911864 -2.280763 0.6 1.5 -2.4 0.00
H 0.314158 5.225584 -2.593640 0.0 0.0 0.5 0.01
C -1.128800 1.568929 5.610647 -0.4 -1.0 1.1 0.00
O 6.448974 -1.628019 3.386338 -0.6 -2.0 0.9 0.00
H 5.459691 -5.045638 2.282356 -0.5 0.6 -0.1 0.00
C 0.262515 1.986888 0.338751 0.5 0.1 -2.0 0.00
H 6.639952 0.818155 -2.146067 0.2 0.4 -0.6 0.00
H -0.873664 -3.783476 -3.165685 -0.3 0.0 0.0 0.00
H 5.986742 4.251567 -3.313753 -0.3 0.0 -0.7 0.00
O -3.545908 -3.690382 6.612897 -0.6 -0.3 -0.7 0.00
H -2.851678 -4.153632 -1.078004 -0.1 0.3 -0.4 0.00
C 0.919107 0.617561 4.396902 -1.4 -0.1 0.1 0.00
O -5.283357 3.277713 -0.883038 2.2 -0.4 -0.8 0.00
O -5.378372 -2.669959 7.300356 -0.1 1.5 -0.4 0.00
H 2.260382 -4.351188 -6.707244 -0.1 0.7 -0.3 0.00
C 0.854135 3.224380 -4.172097 1.0 -0.8 0.0 0.02
C 2.943985 -3.532543 -4.749057 0.8 -1.5 -2.1 0.00
H 1.214275 -0.353884 4.793471 0.4 -0.1 -1.0 0.00
H 1.305106 2.664872 -3.352537 -0.3 -0.3 0.2 0.01
O -4.535090 2.469240 2.145567 -1.0 0.1 -1.7 0.00
H 3.871089 -3.413301 -6.834196 -0.6 0.6 0.1 0.00
H 4.491315 -6.434053 1.930462 0.1 -0.2 -0.7 0.00
C -4.484668 1.138392 1.507739 1.5 -0.4 2.1 0.00
O -1.571280 -1.353227 2.243355 2.7 1.5 -4.0 0.00
O -1.257168 0.250079 0.618906 -0.8 -1.4 1.2 0.00
H 0.535275 2.064099 1.391247 -0.3 -0.1 0.0 0.00
H -1.280129 2.881638 -3.666962 0.0 -0.3 -0.2 0.02
O 2.236042 -0.453868 -3.561658 3.7 -1.9 -1.7 0.00
O -5.057415 3.374369 4.226691 0.5 -3.7 -3.5 0.00
O -0.193734 -5.566546 -0.395331 -0.2 0.2 -1.1 0.00
H -7.110333 3.449464 -4.443355 0.1 0.1 -0.6 0.00
H 3.063602 5.593576 1.090085 0.4 -0.6 0.3 0.00
H 2.377493 6.119990 2.626547 -0.2 0.0 0.0 0.00
H 0.030561 6.164059 2.745790 -0.8 0.7 -0.1 0.00
C 5.184636 -0.629000 1.452226 0.1 -1.4 1.5 0.00
O 4.183728 -3.974817 0.388063 -2.8 4.0 -0.1 0.00
O -2.971365 5.637200 -4.911428 2.2 -0.5 0.6 0.62
H 0.107004 0.594769 3.670210 0.6 -0.5 -0.8 0.00
O 1.972737 1.466055 4.009346 1.8 -2.9 -2.4 0.00
C -4.325835 -0.602913 -3.564819 0.0 -1.6 -0.3 0.00
H -4.259128 -0.376109 -1.441644 0.8 0.0 0.5 0.00
O -1.128896 5.952633 0.925937 -1.1 2.1 0.3 0.00
C -4.765090 -3.837739 7.128767 -1.2 -4.3 3.0 0.00
C 2.338018 5.342390 1.863733 -2.0 -0.1 -1.0 0.00
C -4.883120 2.415602 3.429622 0.3 1.8 2.9 0.00
H -0.982048 4.152511 -1.756291 0.4 0.4 0.3 0.00
H 3.585512 -0.991694 4.418265 -0.1 0.3 -0.4 0.00
O -4.874559 1.120330 3.805998 0.1 -0.6 1.1 0.00
H -6.110588 -1.773925 -3.750738 0.2 -0.5 0.6 0.00
O 6.767904 -3.484573 4.858070 -1.2 2.9 -1.8 0.00
H 4.947230 -3.167325 -4.962742 0.7 0.7 0.3 0.00
C 6.327136 3.218653 -3.386760 -1.0 0.3 0.3 0.00
H 1.723386 -0.228797 -0.026390 0.2 -0.7 -0.3 0.00
C -4.383736 0.192689 2.806709 -1.2 2.0 -2.2 0.00
H -5.440389 4.000433 -4.951493 -0.6 -1.1 -2.4 0.00
C -0.173843 0.624677 -0.219293 -1.0 2.5 -0.2 0.00
O -3.134850 -0.439415 -4.341957 -2.2 0.3 -1.1 0.00
C -6.040347 3.241614 -4.449160 -0.3 1.4 0.5 0.00
O -0.972153 -0.139855 -4.052189 -3.5 -1.8 2.1 0.00
C -1.910530 5.306383 -4.321836 0.7 -0.3 1.3 0.02
C -5.491002 3.768224 -3.189620 1.0 0.7 3.3 0.00
O 0.199414 -1.359609 0.737990 -0.1 -2.5 1.9 0.00
H -0.526602 2.632750 -0.046298 -0.6 0.3 1.2 0.00
C -0.622731 4.670891 -2.645255 1.6 -2.3 0.5 0.02
H 5.572308 0.193527 -3.529093 0.7 -0.6 0.5 0.00
H 5.958333 -4.501709 -0.045177 0.5 -0.9 -0.9 0.00
H -0.048504 -5.330002 -3.091983 0.4 0.1 0.5 0.00
H -4.868507 -1.789722 3.402879 -0.6 -0.1 0.1 0.00
H -5.138962 4.799424 -3.161514 -0.2 0.5 -1.3 0.00
C -0.423297 6.806363 0.123606 -1.1 -1.2 -3.7 0.00
H -2.549147 -2.142105 7.247847 -0.3 0.8 0.3 0.00
O -0.885894 7.447907 -0.832881 1.2 -1.2 3.2 0.00
H -0.037019 -3.654914 -0.987393 0.5 -0.1 -0.1 0.00
H -3.318946 -0.034154 2.860275 -0.2 -0.2 0.9 0.00
H -1.737587 -5.324882 -2.727454 -0.3 0.1 -0.7 0.00
C -0.199186 5.515584 1.900337 -2.3 -1.3 3.0 0.00
H 2.378809 4.370094 2.354743 0.9 0.1 -0.2 0.00
C 3.172937 -3.993236 -6.230575 0.0 -1.7 1.7 0.00
C 4.223530 -5.749384 -1.005422 1.2 0.4 0.9 0.00
O 2.851789 -2.510640 -0.923550 2.2 -3.4 0.7 0.00
C 5.027766 -5.035819 0.146837 0.3 -1.7 1.1 0.00
C -5.147385 -1.682804 -4.252785 -1.4 0.5 -0.3 0.00
H -1.612310 2.169599 4.840252 0.5 -0.1 -0.4 0.00
H 0.975839 2.594485 -5.053307 -0.8 -0.2 0.1 0.00
H 6.272699 -6.170970 1.489417 -0.3 -1.0 -0.3 0.00
H 6.968720 3.183509 -2.506288 0.0 -0.6 0.1 0.00
C -0.830072 -4.729667 -2.626309 -0.8 -0.7 0.3 0.00
O -0.933233 4.546976 -4.848547 -2.8 1.1 -2.5 0.19
C -4.100637 2.977667 -1.546850 2.4 -0.4 1.2 0.00
O -1.604848 5.519976 -3.059592 -4.0 2.7 -1.5 0.04
C 1.977033 2.588110 4.637034 0.9 3.7 0.5 0.00
C 4.274766 -3.186647 -4.105117 0.1 -1.8 -2.7 0.00
O -2.965488 2.679101 -1.094017 -4.4 1.0 -1.1 0.00
H 4.617224 -4.027139 -3.501467 -0.1 0.9 0.9 0.00
H -0.557937 4.568542 2.303452 -0.2 0.1 0.1 0.00
C -1.052717 -5.900362 0.515967 -0.9 -4.1 5.5 0.00
C -5.269090 -1.039710 2.720875 0.9 -0.1 -0.6 0.00
H 0.571785 -0.984932 -1.267859 0.7 -0.7 0.2 0.00
C -0.912487 -0.879169 1.258680 -2.8 -0.7 3.4 0.00
C -6.211604 3.710182 -1.873402 -2.1 -0.5 -0.1 0.00
H -5.536023 -1.403597 -5.232124 0.6 0.6 -0.3 0.00
C 5.255758 -0.855470 3.041181 1.2 1.5 -1.1 0.00
H -1.517877 -2.364066 5.117654 0.0 0.2 0.4 0.00
O 0.895136 2.620491 5.411308 1.0 2.9 0.8 0.00
C 0.953509 5.331096 1.131520 3.9 -0.4 -1.2 0.00
H 3.400214 -1.941416 2.946910 0.2 -1.0 0.2 0.00
H -6.649958 4.677463 -1.627795 0.2 -0.1 0.4 0.00

9
Properties=species:S:1:pos:R:3:forces:R:3:nbo_charge:R:1 method="wB97M-V/def2-TZVPD" total_energy_ev=-7264.936 e_homo_ev="-8.80 / -8.81"
O 1.058694 -1.583537 0.106697 -0.8 0.7 -0.8 -0.10
H -1.028541 2.173708 -1.052912 0.4 -1.1 1.0 0.21
H -0.996376 1.728175 0.774410 0.2 -1.3 -1.4 0.22
C 0.249765 -0.643425 0.396063 0.4 -1.6 1.9 0.27
C -0.751454 1.384272 -0.282257 0.2 1.9 -1.2 -0.31
O 1.163411 -2.697862 0.851645 0.0 0.2 0.6 -0.45
C -0.011967 0.315946 -0.654470 0.3 0.2 1.2 -0.31
H 0.533373 0.031620 -1.602571 -1.3 0.8 0.8 0.26
H -0.216906 -0.708899 1.463394 0.6 0.3 -2.1 0.20

44
Properties=species:S:1:pos:R:3:forces:R:3:nbo_charge:R:1 method="wB97M-V/def2-TZVPD" total_energy_ev=-31066.710 e_homo_ev=-8.00 smiles="NC(=O)CC[C@H](NC(=O)[C@@H](N)Cc1c[nH]c2ccccc12)C(=O)O"
H -4.959725 2.149560 1.096131 -0.3 -0.1 0.3 0.23
C 1.216514 0.609677 -0.520246 2.2 -0.5 -1.0 -0.41
H 0.797344 -1.999097 -1.575216 0.6 0.1 0.9 0.38
O -1.487523 -1.359876 -0.844684 1.7 0.4 1.2 -0.63
O -4.369232 -1.765679 0.098170 0.9 -2.4 0.5 -0.73
O -6.194687 2.509128 -1.037485 -0.2 0.4 0.4 -0.61
C 2.713428 1.012380 -0.098805 -3.3 -2.1 0.0 -0.06
H 5.855422 -2.243261 -1.525566 0.5 -0.2 -0.1 0.21
H 2.448097 3.093235 0.789979 -0.1 -0.8 0.1 0.22
N -6.105568 0.298372 -1.437702 1.2 -1.7 2.5 -0.87
H -2.981456 -0.014919 2.365381 0.0 -0.3 -1.3 0.23
H -2.890433 1.717109 0.262086 -0.2 -0.5 -0.1 0.21
H 1.282336 -2.799115 -0.185976 0.2 1.6 -1.0 0.37
N 4.342441 2.125109 0.831090 -1.3 2.0 1.0 -0.51
H -5.444685 0.435097 1.124787 -0.5 -0.6 0.9 0.22
C 4.280750 -1.121729 -0.857058 -4.5 2.6 0.2 -0.22
H 1.241218 0.402476 -1.637317 -0.3 0.8 1.1 0.22
C -2.756024 -0.250121 1.278513 -3.0 0.9 -0.5 -0.14
C 0.776840 -0.788142 0.072066 -0.6 0.2 -2.9 -0.14
N 1.403464 -1.886262 -0.729689 -1.7 -0.9 0.9 -0.83
H -6.516738 0.504157 -2.321589 -0.3 -0.2 -0.4 0.40
C 6.566572 -0.496050 -0.393099 -1.7 -0.2 -0.2 -0.21
H 3.351452 -1.659285 -1.235691 2.0 0.3 0.4 0.27
C 5.572657 -1.346423 -1.004726 2.5 -0.3 0.5 -0.24
H 0.557297 1.451527 -0.244844 0.1 -0.6 -0.3 0.22
C -5.843418 1.420650 -0.638567 0.4 -1.1 -2.5 0.68
H 7.574064 -0.768877 -0.566164 0.9 -0.1 0.2 0.21
O -2.837639 -2.600116 1.609398 -0.7 -0.3 -0.8 -0.58
H -0.750840 0.166350 1.899661 -1.1 -1.0 -1.5 0.41
H 6.956840 1.254074 0.845000 -0.4 -0.6 -0.5 0.20
C -4.983462 1.207381 0.556845 1.4 0.0 0.7 -0.51
C 4.872546 1.038912 0.340672 1.2 -4.4 -1.3 0.12
C 2.980855 2.150692 0.634894 0.5 -0.7 -1.4 -0.09
C 3.909500 0.147195 -0.236821 -0.5 2.4 0.5 -0.10
C 6.199469 0.613196 0.340686 1.8 0.6 0.0 -0.23
H 1.111684 -0.769049 1.054224 0.6 -0.5 1.9 0.21
H -4.492866 -2.767501 -0.092031 0.3 2.3 0.6 0.51
C -0.757242 -0.890992 0.042469 -1.3 0.8 0.4 0.69
H -3.486445 0.325970 -0.753150 0.4 0.6 1.3 0.24
H 4.804358 2.782608 1.398027 0.7 0.7 0.4 0.40
C -3.308210 -1.686007 0.992051 0.1 0.5 0.6 0.82
C -3.490691 0.787522 0.287507 0.3 -0.3 -1.2 -0.41
H -5.809359 -0.706656 -1.133410 -0.8 2.9 -1.0 0.42
N -1.348919 -0.283206 1.150205 2.2 0.4 0.2 -0.63

66
Properties=species:S:1:pos:R:3:forces:R:3:lowdin_spin:R:1 method="wB97M-V/def2-TZVPD" total_energy_ev=-104791.315 spin_multiplicity=2 e_homo_ev="-4.31 / -4.55" charge=-1
H -5.341724 -1.164220 0.926778 0.0 0.0 0.0 0.00
C 3.278150 -2.334529 -2.281722 0.1 0.1 0.0 0.00
H 1.798167 0.506943 -3.457746 0.0 0.0 0.0 0.00
C -3.214167 -1.123858 0.939034 -0.1 0.4 -0.5 0.00
H -3.207906 2.562289 0.293883 0.0 0.0 0.0 0.00
I -1.182588 -3.985543 -0.875405 -0.1 -0.1 0.2 0.00
S -1.217006 -1.181853 -3.405810 -0.4 -0.1 0.1 0.01
C -1.254736 2.389458 -1.499319 -0.1 0.1 0.0 0.00
H 2.857766 0.299083 3.415345 0.0 0.0 0.0 0.00
H -2.311484 1.875568 1.616660 0.0 0.0 0.0 0.00
C 3.967570 -2.090185 1.306898 0.2 -0.1 -0.2 -0.01
C -4.455040 -1.413532 1.497086 -0.1 0.0 0.0 0.00
H 0.949260 1.209863 2.282979 -0.1 0.1 -0.1 0.00
N -0.787755 -1.237135 0.974839 0.6 -0.4 1.8 -0.01
H 2.472588 -1.898802 -2.865314 -0.1 0.0 0.0 0.00
C -2.258045 2.614148 0.815452 0.1 0.0 0.0 0.00
H 3.374153 2.106562 -0.523987 0.0 0.0 0.0 0.00
C 2.704624 -1.648643 3.389062 -0.1 0.2 0.1 0.00
H 2.979526 0.576260 0.249247 -0.1 0.2 -0.1 0.00
C 1.244925 1.761472 -0.423648 0.1 -0.1 0.1 0.00
C -3.411274 -2.326631 3.443174 0.2 0.0 0.1 0.00
C 2.652305 1.620102 0.134192 0.0 -0.1 0.0 0.00
C -2.052927 -1.438771 1.652130 0.4 0.3 -0.2 0.00
H 4.845443 -2.235615 1.933478 0.0 0.0 -0.1 0.00
C -0.412325 2.077407 -3.841676 0.0 0.0 0.0 0.00
H -3.470244 -2.813578 4.410057 0.0 0.0 -0.1 0.00
H -2.176782 3.602550 1.283397 0.0 -0.1 0.0 0.00
Ti -0.872491 -1.251219 -1.022911 -2.0 -0.6 -2.4 0.76
C 1.032830 1.655241 -1.804376 0.1 0.1 0.0 0.00
C 0.403503 2.089554 1.926895 0.0 0.0 -0.1 0.00
S -3.114377 -0.323086 -0.658440 -0.3 -0.4 0.6 0.00
C 0.338699 -1.345889 1.646639 -0.8 0.1 -0.4 0.13
C -0.208666 2.003380 -2.345276 0.1 0.2 -0.1 0.00
C 3.110609 -2.078778 -0.811937 0.3 0.0 -0.2 0.00
C 2.160646 1.212088 -2.708915 0.0 0.0 0.0 0.00
C 1.872219 -1.657016 -0.300426 -1.2 0.3 -0.9 0.03
H 2.948855 0.704342 -2.150351 -0.1 0.1 -0.1 0.00
H 4.239337 -1.941977 -2.617882 0.0 0.0 0.0 0.00
C 2.769897 -1.766550 1.896205 0.1 0.0 0.1 0.02
C -2.538581 2.882557 -2.128845 0.0 -0.1 0.0 0.00
C 0.171960 2.047044 0.427253 0.0 0.0 0.1 0.00
Sb -3.489981 -1.915434 -3.066827 0.1 0.3 -0.4 0.01
H 0.283966 -1.316798 2.725542 0.1 -0.1 0.1 0.01
H -3.122181 3.494470 -1.443718 0.0 0.0 0.0 0.00
H 0.989453 2.972600 2.210325 0.0 -0.1 0.0 0.00
N 4.144493 -2.278374 -0.017088 0.0 0.1 0.4 0.03
H 1.982115 -2.346582 3.810121 -0.1 0.0 0.0 0.00
H -3.172516 2.055657 -2.474537 0.1 0.0 0.0 0.00
H -2.322135 3.495278 -3.005133 0.0 0.0 0.0 0.00
H 3.680947 -1.907955 3.799448 0.1 0.0 0.1 0.00
C -1.094096 2.328313 -0.110788 0.1 0.2 0.1 0.00
H 2.737138 2.095979 1.111724 0.0 0.0 -0.1 0.00
H -5.536611 -2.251448 3.154548 0.1 0.0 0.0 0.00
H 0.310319 1.478246 -4.389928 0.0 0.0 0.0 0.00
H -0.309622 3.116772 -4.184099 0.0 -0.1 0.0 0.00
O 2.289311 -0.352271 3.840146 0.1 -0.2 0.0 0.00
H -0.526252 2.134974 2.488754 0.0 0.0 0.0 0.00
H -1.399363 1.717684 -4.128549 0.0 0.0 0.0 0.00
C -4.561185 -2.012457 2.744252 -0.1 0.1 -0.2 0.00
H 3.271688 -3.411068 -2.460184 0.0 0.0 0.0 0.00
H 2.617094 2.053538 -3.244423 0.0 0.0 0.0 0.00
O 0.881230 -1.353305 -1.149747 3.1 -0.3 0.8 0.00
C -2.168458 -2.043301 2.894216 0.2 -0.1 0.3 0.00
H -1.279574 -2.339481 3.437684 0.0 0.0 0.0 0.00
C 1.650071 -1.565046 1.065327 -0.2 0.1 0.5 0.01
S -4.540774 -0.388506 -4.343794 -0.2 0.0 0.1 0.01

What energy relative to the best compared isomer or geometry (same formula, charge and spin) values result from the calculations? In sequence: 148.6 132.6 67.1 4.6 kcal per mole.